(1)
42
Properties=species:S:1:pos:R:3 method="wB97M-V/def2-TZVPD" gap_ev=8.560 smiles="COCCNC(=O)CC(=O)N/N=C/c1ccc(C(=O)OC)cc1" de_lowest_ev=1.983 largest_force_ha_per_bohr=0.0235
C 0.073 6.546 3.089
H 0.531 7.483 2.779
O -0.719 6.120 2.007
C -1.526 4.996 2.269
C -0.740 3.677 2.289
N -0.051 3.482 1.037
C -0.323 2.466 0.198
O -1.089 1.562 0.446
C 0.479 2.549 -1.107
H 0.167 1.734 -1.756
H 0.306 3.517 -1.575
C 1.939 2.423 -0.755
O 2.662 3.357 -0.483
N 2.406 1.140 -0.707
N 1.606 0.090 -0.904
C 2.045 -1.098 -0.792
C 1.155 -2.225 -0.975
C 1.675 -3.517 -1.083
C 0.837 -4.598 -1.260
C -0.542 -4.404 -1.326
C -1.066 -3.115 -1.208
C -0.230 -2.035 -1.034
H -0.622 -1.037 -0.919
H -2.137 -2.990 -1.252
C -1.483 -5.532 -1.513
O -2.681 -5.416 -1.597
O -0.859 -6.721 -1.581
C -1.702 -7.848 -1.759
H -1.046 -8.714 -1.812
H -2.282 -7.747 -2.679
H -2.393 -7.941 -0.919
H 1.238 -5.595 -1.347
H 2.744 -3.668 -1.033
H 3.094 -1.312 -0.555
H 3.389 1.008 -0.450
H 0.579 4.216 0.746
H -1.428 2.839 2.418
H -0.017 3.676 3.111
H -2.060 5.116 3.223
H -2.253 4.970 1.454
H 0.863 5.827 3.333
H -0.539 6.718 3.982

(2)
19
Properties=species:S:1:pos:R:3 method="wB97M-V/def2-TZVPD" gap_ev=10.555 smiles="C=CCCOCC" de_lowest_ev=1.387 largest_force_ha_per_bohr=0.0056
C 2.427 1.112 0.590
C 1.768 0.535 -0.655
O 0.524 -0.081 -0.417
C -1.638 -2.420 0.025
C -1.889 -1.218 0.530
C -1.841 0.048 -0.279
C -0.524 0.797 -0.084
H 3.440 1.452 0.346
H 1.870 1.968 0.986
H 2.498 0.348 1.371
H 2.406 -0.252 -1.072
H 1.654 1.320 -1.421
H -1.403 -2.543 -1.030
H -1.636 -3.310 0.647
H -2.100 -1.119 1.595
H -1.943 -0.188 -1.345
H -2.669 0.715 -0.006
H -0.508 1.687 -0.737
H -0.437 1.149 0.956

(3)
19
Properties=species:S:1:pos:R:3 method="wB97M-V/def2-TZVPD" gap_ev=4.373 de_lowest_ev=8.570 largest_force_ha_per_bohr=0.0629
C -0.774 1.319 0.475
C -1.070 -0.152 0.777
C 0.144 -1.165 0.894
N 0.289 0.090 -2.017
C 1.184 -0.718 -1.488
C 0.933 -1.661 -0.403
N -0.153 2.008 1.561
H -0.205 1.471 -0.473
H -1.725 1.750 0.173
H -1.567 -0.216 1.757
H -1.651 -0.509 -0.050
H -0.057 -2.135 1.320
H 0.827 -0.842 1.757
H -0.909 -0.356 -1.801
H -1.588 -1.239 -1.920
H 2.106 -0.762 -2.106
H 1.363 -2.682 -0.549
H -0.650 2.529 2.303
H 0.603 2.569 1.259

(4)
79
Properties=species:S:1:pos:R:3 method="wB97M-V/def2-TZVPD" gap_ev=7.107 de_lowest_ev=1.365 largest_force_ha_per_bohr=0.0226 total_charge=-1
Sr -2.058 1.289 -0.605
F -1.800 -0.391 -5.771
C -0.652 -0.061 -5.195
F 0.166 -1.114 -5.227
F -0.097 0.931 -5.889
S -0.890 0.487 -3.450
O 0.397 0.986 -3.064
O -1.996 1.413 -3.476
N -1.237 -0.771 -2.567
S -2.686 -1.424 -2.484
O -3.344 -0.950 -1.287
O -3.421 -1.417 -3.713
C -2.277 -3.227 -2.202
F -2.427 -3.561 -0.928
F -3.114 -3.959 -2.934
F -1.032 -3.500 -2.584
Se -2.623 5.517 -0.825
Se -2.118 4.106 0.952
C -0.233 3.810 0.612
C 0.647 4.581 1.325
C 2.034 4.328 1.099
C 2.408 3.219 0.425
C 1.358 2.262 0.041
N 0.086 2.790 -0.197
C -3.667 4.365 -1.960
C -4.274 4.982 -3.055
C -5.064 4.222 -3.889
C -5.239 2.873 -3.614
C -4.591 2.351 -2.516
N -3.816 3.077 -1.700
H 0.304 5.386 1.954
H 2.774 5.042 1.445
H 3.440 2.998 0.189
H 1.662 1.555 -0.731
H -4.120 6.039 -3.233
H -5.545 4.675 -4.747
H -5.851 2.238 -4.239
H -4.686 1.298 -2.270
N -1.284 -0.150 3.376
C -2.549 0.035 2.810
N -3.623 -0.635 3.201
N -4.604 -0.177 2.390
N -4.128 0.714 1.590
N -2.801 0.877 1.813
C -0.152 0.242 2.699
N 1.095 -0.209 2.922
N 1.859 0.444 2.034
N 1.073 1.211 1.341
N -0.192 1.125 1.706
H -1.201 -0.920 4.020
C 6.932 -1.216 2.779
C 5.435 -1.421 2.956
S 4.852 -2.651 1.809
O 5.476 -3.916 2.117
O 4.986 -2.117 0.471
C 3.120 -2.716 2.188
C 2.354 -3.498 1.125
N 1.005 -2.968 0.999
C 0.639 -2.020 0.110
N -0.632 -1.665 0.264
C -1.118 -2.425 1.281
C -0.121 -3.225 1.756
N -0.153 -4.071 2.894
O 0.872 -4.667 3.212
O -1.195 -4.120 3.517
C 1.562 -1.464 -0.915
H 7.283 -0.463 3.484
H 7.154 -0.875 1.769
H 7.473 -2.143 2.961
H 4.860 -0.518 2.749
H 5.182 -1.784 3.953
H 2.792 -1.672 2.186
H 2.993 -3.134 3.185
H 2.304 -4.554 1.361
H 2.828 -3.378 0.154
H -2.141 -2.372 1.620
H 1.517 -2.058 -1.833
H 2.592 -1.430 -0.567
H 1.238 -0.459 -1.173

(5)
14
Properties=species:S:1:pos:R:3 method="wB97M-V/def2-TZVPD" gap_ev=11.058 de_lowest_ev=3.194 largest_force_ha_per_bohr=0.1119 total_charge=+1
C 1.181 -0.786 -0.097
C -1.314 -0.583 -0.047
C -0.013 -0.050 0.299
N 0.096 1.408 -0.078
H 1.254 -0.856 -1.170
H 2.038 -0.189 0.275
H 1.235 -1.768 0.307
H -2.059 -0.197 0.525
H -1.196 -1.628 0.170
H -1.587 -0.336 -1.172
H -0.143 -0.188 2.004
H -0.766 1.953 -0.057
H 0.293 1.365 -1.083
H 0.982 1.854 0.124